Formula: ClH5N3OP
Source: OMol25
Level of theory: ωB97M-V/def2-TZVPD

Output
F_max: 1.24 eV/Å
Energy: -28411.97471 eV
Lowest unoccupied orbital energy: 0.8 eV

The geometry in ORCA input format:
```
! RIJCOSX wB97M-V def2-TZVPD def2/J DEFGRID3
* xyz 0 1
N 0.61268 1.79103 0.36542
N 0.69731 0.51660 -0.25899
P -0.66314 -0.40308 0.21240
N -0.63742 -1.76715 -0.73281
O -0.78806 -0.67389 1.64506
Cl -2.13396 0.67055 -0.52075
H 1.28872 2.41838 -0.05826
H 0.76838 1.74079 1.37104
H 1.56229 0.00648 -0.06548
H -0.36112 -2.61407 -0.26670
H -0.34568 -1.68565 -1.69095
*
```